Record 1
{"formula": "C22H66N2O14S10", "method": "ωB97M-V/def2-TZVPD", "species": ["C", "N", "O", "O", "H", "H", "H", "C", "N", "O", "O", "H", "H", "H", "C", "S", "O", "C", "H", "H", "H", "H", "H", "H", "C", "S", "O", "C", "H", "H", "H", "H", "H", "H", "C", "S", "O", "C", "H", "H", "H", "H", "H", "H", "C", "S", "O", "C", "H", "H", "H", "H", "H", "H", "C", "S", "O", "C", "H", "H", "H", "H", "H", "H", "C", "S", "O", "C", "H", "H", "H", "H", "H", "H", "C", "S", "O", "C", "H", "H", "H", "H", "H", "H", "C", "S", "O", "C", "H", "H", "H", "H", "H", "H", "C", "S", "O", "C", "H", "H", "H", "H", "H", "H", "C", "S", "O", "C", "H", "H", "H", "H", "H", "H"], "positions_angstrom": [[9.175, 15.499, 14.741], [8.665, 16.331, 13.592], [7.526, 16.834, 13.733], [9.331, 16.478, 12.606], [9.232, 16.199, 15.575], [10.164, 15.103, 14.512], [8.396, 14.739, 14.803], [13.759, 11.501, 9.185], [15.073, 11.146, 8.584], [15.741, 10.190, 9.097], [15.465, 11.725, 7.609], [13.991, 12.204, 9.985], [13.277, 10.586, 9.531], [13.018, 11.838, 8.460], [12.707, 16.568, 10.328], [13.907, 15.520, 9.394], [14.206, 16.100, 8.017], [15.380, 15.872, 10.415], [11.690, 16.631, 9.940], [13.077, 17.573, 10.532], [12.541, 16.037, 11.265], [16.249, 15.274, 10.140], [15.250, 15.690, 11.482], [15.518, 16.949, 10.320], [10.033, 7.010, 11.032], [8.908, 7.924, 12.158], [7.572, 7.212, 12.254], [9.705, 7.478, 13.740], [9.660, 7.136, 10.015], [10.119, 5.965, 11.329], [10.926, 7.635, 11.047], [10.662, 7.998, 13.787], [9.720, 6.388, 13.752], [9.190, 7.882, 14.612], [10.652, 9.759, 16.890], [11.016, 10.997, 15.623], [11.275, 10.208, 14.317], [9.221, 11.615, 15.344], [10.046, 10.237, 17.661], [11.497, 9.481, 17.520], [10.112, 8.869, 16.567], [8.525, 10.797, 15.161], [9.281, 12.392, 14.582], [9.040, 12.162, 16.269], [7.016, 11.199, 12.583], [6.222, 12.671, 11.635], [6.966, 13.881, 12.204], [6.955, 12.122, 10.017], [7.926, 10.836, 12.105], [6.266, 10.415, 12.477], [7.139, 11.391, 13.649], [6.652, 12.685, 9.135], [6.635, 11.095, 9.841], [8.031, 12.239, 9.886], [13.957, 9.087, 12.185], [14.870, 8.218, 13.529], [16.242, 8.800, 13.432], [14.087, 9.222, 14.910], [13.893, 10.169, 12.293], [13.005, 8.572, 12.320], [14.532, 8.893, 11.279], [13.089, 8.883, 15.190], [14.068, 10.279, 14.647], [14.730, 9.191, 15.790], [8.714, 15.470, 8.741], [9.026, 14.323, 7.328], [8.153, 14.935, 6.223], [10.799, 14.748, 7.066], [8.703, 16.502, 8.391], [9.474, 15.313, 9.507], [7.762, 15.211, 9.205], [11.323, 14.505, 7.990], [10.902, 15.783, 6.740], [11.175, 14.133, 6.249], [10.480, 10.766, 7.860], [8.979, 9.743, 7.638], [8.452, 9.563, 9.063], [7.693, 10.679, 6.824], [10.203, 11.511, 8.606], [10.710, 11.344, 6.965], [11.285, 10.201, 8.331], [6.799, 10.071, 6.686], [8.171, 10.966, 5.887], [7.315, 11.492, 7.443], [11.915, 13.002, 12.767], [10.575, 12.760, 11.467], [11.173, 13.286, 10.128], [10.620, 10.926, 11.406], [12.652, 12.252, 12.481], [11.659, 13.020, 13.827], [12.321, 14.009, 12.860], [11.572, 10.414, 11.546], [10.156, 10.651, 10.458], [9.931, 10.515, 12.144], [16.423, 12.150, 14.693], [16.263, 11.969, 12.829], [15.263, 13.015, 12.450], [17.897, 12.529, 12.201], [17.285, 11.545, 14.975], [15.487, 11.830, 15.150], [16.531, 13.212, 14.913], [17.858, 12.339, 11.128], [18.667, 11.946, 12.705], [18.067, 13.587, 12.402], [13.442, 17.172, 16.637], [12.620, 16.481, 15.099], [12.217, 17.719, 14.324], [14.228, 15.983, 14.311], [12.690, 17.616, 17.290], [14.236, 17.896, 16.456], [13.881, 16.354, 17.207], [14.888, 16.847, 14.387], [14.140, 15.601, 13.294], [14.626, 15.107, 14.823]], "mulliken_charge": [-0.3102, 1.0303, -0.5821, -0.5048, 0.3481, -0.2431, 0.2730, 0.1827, 1.0230, -0.5940, -0.5616, -0.0269, -0.0588, 0.0451, -0.5418, 0.7494, -0.6973, -0.8117, 0.2096, 0.4877, -0.1399, 0.3416, 0.0114, 0.4447, -0.8131, 0.8396, -0.7140, -0.8365, 0.2792, 0.4460, 0.0214, -0.0058, 0.5407, 0.2013, -1.0561, 0.4607, -0.4709, -0.6889, 0.4735, 0.4114, 0.2220, 0.2895, -0.1250, 0.6324, -0.5042, 0.2287, -0.4634, -1.1986, -0.1968, 0.5539, 0.3007, 0.6217, 0.4539, 0.3059, 0.0075, 0.3353, -0.5715, -0.4373, -0.3364, 0.0585, 0.3109, 0.2337, -0.2633, 0.5116, -0.6470, 0.7314, -0.7700, -0.6073, 0.4888, -0.1160, 0.2822, -0.2359, 0.4403, 0.3979, -0.3898, 0.3566, -0.4829, -0.7741, -0.2584, 0.5156, 0.2594, 0.3657, 0.4371, -0.0137, 0.2788, 0.8601, -0.4511, 0.9567, -0.6940, -0.0675, -0.0194, -0.4593, -0.3028, -0.2509, -1.0825, 0.8567, -0.6371, -1.1225, 0.4332, 0.2181, 0.3528, 0.3230, 0.4306, 0.3184, -1.1515, 0.7420, -0.6488, -0.4759, 0.3563, 0.3490, 0.3510, 0.5275, -0.4158, 0.3125], "total_energy_ev": -163865.3195, "max_force_ev_per_a": 3.54, "orbital_gap_ev": 8.0, "e_lumo_ha": -0.0194}

=====

Record 2
{"formula": "C27H47AuIN7O2SSi2", "method": "ωB97M-V/def2-TZVPD", "species": ["Au", "C", "N", "C", "C", "N", "C", "C", "N", "C", "C", "N", "C", "N", "C", "C", "C", "N", "C", "H", "H", "H", "H", "H", "H", "H", "H", "H", "H", "H", "H", "H", "H", "H", "H", "H", "H", "H", "H", "H", "H", "H", "H", "S", "C", "N", "I", "C", "C", "C", "C", "C", "C", "C", "O", "O", "H", "H", "H", "H", "C", "Si", "C", "C", "C", "Si", "C", "C", "C", "H", "H", "H", "H", "H", "H", "H", "H", "H", "H", "H", "H", "H", "H", "H", "H", "H", "H", "H"], "positions_angstrom": [[-0.103, -0.413, -0.329], [1.615, -0.267, -3.095], [2.808, -0.230, -2.256], [4.046, -0.069, -3.016], [4.968, 0.715, -2.092], [4.141, 0.967, -0.923], [4.777, 1.665, 0.177], [2.921, 0.346, -0.997], [2.049, 0.190, -0.053], [2.177, 0.726, 1.299], [1.331, -0.060, 2.303], [-0.072, 0.223, 2.082], [-1.023, -0.017, 2.908], [-2.287, 0.498, 2.706], [-2.533, 1.633, 1.868], [-3.255, -0.069, 3.633], [-2.350, -0.664, 4.714], [-1.080, -0.826, 4.018], [0.050, -1.350, 4.757], [1.594, 0.595, -3.765], [0.710, -0.238, -2.507], [1.624, -1.188, -3.684], [3.849, 0.474, -3.942], [4.457, -1.045, -3.280], [5.288, 1.660, -2.534], [5.861, 0.148, -1.816], [5.566, 2.285, -0.248], [5.240, 0.989, 0.901], [4.085, 2.329, 0.685], [1.845, 1.770, 1.333], [3.201, 0.672, 1.657], [1.665, 0.230, 3.303], [1.553, -1.124, 2.160], [-1.571, 2.082, 1.639], [-3.182, 2.335, 2.392], [-2.479, 1.344, -0.207], [-3.864, -0.837, 3.152], [-3.926, 0.701, 4.008], [-2.711, -1.629, 5.066], [-2.244, 0.000, 5.580], [-0.296, -2.186, 5.362], [0.490, -0.604, 5.428], [0.817, -1.720, 4.085], [-5.757, 1.118, 1.228], [-4.418, 1.135, 0.348], [-3.145, 1.338, 0.563], [-0.925, 8.637, 0.698], [-0.583, 6.672, 0.043], [-1.619, 5.753, 0.089], [-1.378, 4.445, -0.317], [-0.123, 4.061, -0.775], [0.891, 5.010, -0.839], [0.673, 6.316, -0.423], [0.187, 2.634, -1.197], [1.215, 2.434, -1.840], [-0.650, 1.743, -0.777], [-2.602, 6.046, 0.432], [-2.183, 3.724, -0.297], [1.856, 4.707, -1.223], [1.469, 7.048, -0.469], [1.841, -4.682, -1.595], [1.525, -3.542, -0.128], [1.249, -4.624, 1.386], [3.202, -2.743, 0.179], [0.021, -2.511, -0.589], [-1.705, -3.132, -0.161], [-2.220, -4.330, -1.516], [-2.906, -1.685, -0.134], [-1.952, -4.014, 1.479], [2.636, -5.399, -1.361], [2.163, -4.093, -2.463], [0.950, -5.248, -1.887], [2.204, -5.059, 1.700], [0.567, -5.449, 1.164], [0.836, -4.066, 2.233], [3.895, -3.536, 0.480], [3.198, -1.981, 0.964], [3.583, -2.286, -0.738], [0.041, -2.512, -1.693], [-2.329, -3.819, -2.479], [-3.178, -4.806, -1.275], [-1.474, -5.124, -1.639], [-2.995, -1.213, -1.121], [-2.573, -0.916, 0.578], [-3.911, -2.002, 0.171], [-1.510, -5.012, 1.484], [-3.031, -4.126, 1.636], [-1.546, -3.453, 2.328]], "mulliken_charge": [2.6870, -0.9587, 0.6144, -0.6837, -0.7926, 0.3620, -1.1062, -1.0254, 0.7284, -1.1098, -1.0769, -0.0905, 0.3527, 0.4913, -1.4112, -0.5852, -0.7803, 0.1635, -0.9444, 0.3850, -0.0273, 0.3439, 0.3963, 0.3089, 0.4460, 0.3549, 0.3566, 0.2949, 0.3979, 0.0527, 0.4826, 0.6958, 0.0405, 0.3546, 0.4552, 0.2423, 0.2363, 0.3963, 0.3817, 0.3658, 0.3078, 0.3082, 0.2619, -0.3005, 0.0127, 0.5581, 0.0636, 0.0127, -0.7738, -0.1743, 0.4144, -0.4728, -0.5854, -0.0001, -0.7059, -1.2103, 0.4030, 0.5512, 0.4543, 0.3634, -1.2574, 0.2721, -1.1703, -0.8844, -1.1452, 0.3129, -1.2787, -0.3626, -1.1042, 0.3233, 0.3155, 0.2488, 0.3906, 0.2919, 0.2723, 0.6682, 0.2100, 0.0881, 0.3080, 0.3276, 0.3669, 0.2634, 0.3774, -0.6708, 0.5408, 0.3853, 0.4421, 0.1850], "total_energy_ev": -81670.5871, "max_force_ev_per_a": 0.56, "orbital_gap_ev": [7.6, 7.1], "multiplicity": 3, "e_lumo_ha": [0.0153, -0.0458], "de_lowest_kcal_mol": 0.0}

=====

Record 3
{"formula": "C10H35F6NO17S2Y", "method": "ωB97M-V/def2-TZVPD", "species": ["Y", "C", "F", "F", "F", "S", "O", "O", "O", "C", "F", "F", "F", "S", "O", "O", "O", "O", "H", "H", "O", "H", "H", "O", "H", "H", "O", "H", "H", "O", "H", "H", "O", "H", "H", "C", "C", "O", "O", "H", "H", "H", "H", "H", "H", "C", "C", "O", "O", "H", "H", "H", "H", "H", "H", "C", "C", "C", "O", "C", "N", "H", "H", "H", "H", "H", "H", "H", "H", "H", "H", "H"], "positions_angstrom": [[3.763, -0.393, -3.128], [0.439, 0.044, 0.293], [-0.035, -0.480, 1.426], [-0.005, -0.660, -0.739], [0.047, 1.289, 0.240], [2.350, -0.078, 0.254], [2.920, 0.963, 1.060], [2.676, -1.429, 0.689], [2.664, 0.067, -1.186], [1.981, 3.968, -4.579], [3.307, 4.090, -4.643], [1.436, 5.156, -4.368], [1.519, 3.506, -5.740], [1.611, 2.790, -3.143], [2.385, 1.580, -3.458], [2.108, 3.475, -1.973], [0.172, 2.593, -3.222], [4.751, -3.443, 2.208], [4.073, -4.063, 2.503], [4.300, -2.590, 2.184], [5.146, 2.153, -0.173], [4.449, 1.816, 0.424], [5.705, 2.716, 0.376], [0.539, -3.112, 1.686], [0.779, -2.555, 0.952], [0.383, -2.495, 2.411], [3.471, -2.360, -1.905], [3.600, -3.309, -2.067], [3.196, -2.293, -0.955], [5.314, -0.198, -1.388], [5.428, 0.692, -0.927], [5.930, -0.798, -0.941], [1.578, -1.044, -3.663], [1.291, -1.962, -3.785], [0.754, -0.526, -3.590], [1.497, 0.750, 4.285], [2.343, -0.506, 4.338], [1.593, -1.681, 4.059], [0.326, 0.721, 5.079], [1.209, 1.087, 3.291], [2.188, 1.574, 4.523], [2.984, -0.734, 5.193], [3.098, -0.277, 3.575], [0.769, -1.711, 4.555], [0.503, 0.635, 6.022], [-2.828, -1.264, 3.941], [-2.928, 0.208, 3.663], [-2.543, 0.944, 4.836], [-1.507, -1.643, 4.311], [-2.992, -1.856, 3.033], [-3.509, -1.645, 4.709], [-3.958, 0.505, 3.451], [-2.235, 0.521, 2.878], [-1.644, 1.242, 4.663], [-1.199, -1.012, 4.978], [-5.714, 1.015, -3.402], [-5.606, -0.454, -2.985], [-4.375, -0.802, -2.168], [-3.206, -0.592, -2.988], [-2.549, 0.604, -2.692], [-6.896, -0.735, -2.275], [-6.719, 1.428, -3.353], [-5.340, 1.169, -4.415], [-5.170, 1.663, -2.713], [-5.535, -1.096, -3.872], [-4.375, -1.785, -1.691], [-4.211, -0.186, -1.274], [-3.079, 1.558, -2.706], [-1.623, 0.785, -3.247], [-2.131, 0.496, -1.676], [-7.572, -0.313, -2.890], [-7.090, -1.724, -2.169]], "mulliken_charge": [1.5085, 0.2768, 0.1186, -0.1596, -0.1664, 1.1194, -0.7486, -0.8702, 0.2425, 0.4252, -0.2143, -0.1720, -0.2033, 1.2043, -0.5947, -0.6435, -0.6062, -0.6734, 0.3343, 0.3169, -0.6513, 0.4648, 0.3128, -0.7039, 0.2267, 0.3690, -0.4665, 0.3043, 0.3423, -0.4898, 0.4154, 0.2862, -0.3968, 0.2859, 0.2670, -0.2889, -0.2614, -0.4499, -0.4720, -0.0269, 0.4156, 0.3854, 0.1130, 0.3359, 0.2831, -0.4654, -0.1023, -0.5662, -0.5288, 0.2961, 0.3225, 0.3318, -0.0196, 0.3163, 0.3164, -1.3693, 0.8541, -0.9980, -0.3735, -0.0688, -0.7425, 0.4863, 0.2855, 0.2195, 0.1712, 0.3645, 0.4267, 0.1859, 0.0683, 0.0080, 0.2404, 0.2468], "total_energy_ev": -86248.4623, "max_force_ev_per_a": 4.80, "charge": 1, "orbital_gap_ev": 4.8, "e_lumo_ha": -0.2193}

=====

Record 4
{"formula": "C22H35F9N2O3PS", "method": "ωB97M-V/def2-TZVPD", "species": ["C", "C", "C", "F", "N", "C", "F", "C", "C", "C", "C", "C", "C", "C", "C", "C", "C", "C", "N", "C", "F", "F", "C", "F", "F", "C", "F", "F", "F", "C", "P", "O", "O", "S", "H", "H", "H", "H", "H", "H", "H", "H", "H", "H", "H", "H", "H", "H", "H", "H", "H", "H", "H", "H", "H", "H", "H", "H", "H", "H", "H", "C", "C", "C", "O", "H", "H", "H", "H", "H", "H", "H", "H"], "positions_angstrom": [[-4.871, -3.207, 0.560], [-4.310, -2.091, -0.319], [-3.181, -1.381, 0.386], [-2.222, -2.215, 0.918], [-2.454, -0.369, -0.418], [-2.455, 0.946, -0.039], [-3.130, 1.308, 1.021], [-1.772, 1.710, -0.898], [-1.667, 3.201, -0.836], [-0.349, 3.860, -0.375], [-0.245, 4.097, 1.128], [-0.468, 2.832, 1.976], [1.089, 4.789, 1.456], [2.330, 3.868, 1.437], [2.853, 3.598, 2.823], [2.886, 2.418, 3.447], [2.654, 1.101, 2.754], [3.169, 2.351, 4.929], [-1.292, 0.773, -1.832], [-0.458, 1.130, -2.994], [-0.928, 0.478, -4.048], [-0.602, 2.431, -3.196], [1.110, 0.823, -2.870], [1.751, 1.977, -3.122], [1.454, -0.068, -3.799], [1.656, 0.331, -1.493], [1.566, 1.324, -0.596], [2.922, -0.035, -1.643], [0.960, -0.725, -1.016], [-1.760, -0.469, -1.569], [-1.600, -2.012, -2.585], [-1.621, -3.172, -1.513], [-0.140, -2.064, -3.178], [-2.981, -2.029, -3.878], [-5.639, -3.750, 0.016], [-5.296, -2.818, 1.486], [-4.088, -3.917, 0.821], [-5.080, -1.340, -0.514], [-4.018, -2.493, -1.284], [-3.595, -0.816, 1.219], [-1.909, 3.591, -1.819], [-2.473, 3.521, -0.172], [0.517, 3.326, -0.765], [-0.333, 4.837, -0.862], [-1.017, 4.825, 1.398], [-0.295, 1.913, 1.412], [0.208, 2.821, 2.831], [-1.476, 2.809, 2.393], [1.236, 5.566, 0.702], [1.014, 5.269, 2.431], [3.116, 4.317, 0.826], [2.091, 2.913, 0.970], [3.258, 4.463, 3.341], [3.251, 0.325, 3.234], [2.923, 1.133, 1.701], [1.613, 0.765, 2.820], [2.230, 2.450, 5.477], [3.851, 3.143, 5.232], [3.599, 1.389, 5.208], [-0.939, -3.056, -0.832], [0.524, -2.495, -2.601], [2.843, -5.717, -1.387], [1.633, -4.870, -1.048], [0.366, -5.688, -0.859], [1.393, -3.869, -2.068], [2.676, -6.260, -2.321], [3.726, -5.093, -1.516], [3.042, -6.444, -0.601], [1.832, -4.297, -0.141], [0.101, -6.219, -1.776], [-0.435, -4.991, -0.625], [0.436, -6.416, -0.051], [1.221, -4.337, -2.894]], "mulliken_charge": [-1.4467, 0.1847, -0.4396, -0.3857, 0.3098, 1.0112, -0.3730, 0.1774, -1.9553, -0.5925, 0.6286, -0.8248, -1.4886, 1.1089, -1.1639, 1.2102, -1.0648, -1.4799, 0.5554, 0.0778, -0.2698, -0.2652, 1.0439, -0.2820, -0.2406, 0.3778, -0.4160, -0.2571, -0.1794, 0.1399, 0.2302, -0.4037, -0.4290, -0.3390, 0.4096, 0.3616, 0.3094, 0.3871, 0.0149, 0.6390, 0.6205, 0.4743, 0.2933, 0.2838, 0.4798, -0.1268, 0.4176, 0.2541, 0.4445, 0.5646, 0.4795, -1.0807, 0.3426, 0.5368, 0.1102, 0.1483, 0.2728, 0.3863, 0.3706, 0.3156, 0.5902, -1.4391, 0.3041, -1.0008, -0.5946, 0.3882, 0.3480, 0.3994, 0.2781, 0.3365, 0.1688, 0.4295, 0.3229], "total_energy_ev": -77081.6722, "max_force_ev_per_a": 1.56, "charge": 1, "orbital_gap_ev": 7.1, "e_lumo_ha": -0.1331}

=====

Record 5
{"formula": "C2H5N3O3", "method": "ωB97M-V/def2-TZVPD", "species": ["H", "N", "C", "N", "O", "C", "O", "N", "O", "H", "H", "H", "H"], "positions_angstrom": [[0.688, 0.615, 3.003], [0.357, 0.065, 2.162], [0.514, 0.743, 1.125], [1.326, 1.860, 0.710], [-0.190, 0.365, 0.111], [0.086, -0.680, -0.570], [1.126, -1.346, -0.514], [-0.858, -1.123, -1.308], [-2.071, -0.221, -1.604], [1.580, 2.514, 1.551], [0.649, 2.501, 0.098], [-0.694, -1.688, -2.139], [-2.512, -0.313, -0.738]], "mulliken_charge": [0.2492, -0.6025, 0.5947, -0.5601, -0.3271, 0.5853, -0.6240, -0.0956, -0.4317, 0.2980, 0.2815, 0.2825, 0.3499], "total_energy_ev": -12765.0660, "max_force_ev_per_a": 7.55, "smiles": "[H]/N=C(\\N)OC(=O)NO", "orbital_gap_ev": 10.7, "e_lumo_ha": 0.0159, "de_lowest_kcal_mol": 58.5}